Density functional theory data (ωB97M-V/def2-TZVPD) for C32H36As2MnN4O8 as an isolated structure.

```
83
Properties=species:S:1:pos:R:3:lowdin_charge:R:1
C -2.555 -2.272 -0.430 -0.105
H -3.372 -2.996 -0.485 0.153
H 0.168 4.146 -1.222 0.103
H -1.253 1.880 5.420 0.133
H -4.545 -0.938 -0.373 0.148
O 1.098 -3.234 -1.823 -0.077
H -3.165 -1.896 4.675 0.137
H 5.426 -0.674 3.310 0.117
H 1.307 3.791 0.135 0.109
N -1.959 -0.262 -1.607 0.050
O 3.691 0.258 2.847 0.055
C -1.878 0.491 -2.714 -0.095
C -4.081 -0.655 0.574 -0.061
H -1.550 1.513 -2.578 0.120
C -2.234 -0.915 3.019 -0.230
C -2.205 0.017 -3.967 -0.001
N -1.531 0.138 2.571 0.007
C 1.430 0.343 -1.959 -0.280
H 0.504 -4.436 -3.424 0.105
H -1.913 3.321 0.485 0.118
H 2.244 -4.472 -3.056 0.110
H 7.236 0.147 -0.354 0.117
C -4.073 0.855 0.640 -0.213
H 4.947 1.768 -3.487 0.041
H -1.751 -2.677 1.917 0.124
C 1.053 -0.905 -1.578 -0.299
C 1.304 -2.094 -2.472 -0.578
H -4.742 -1.035 1.356 0.148
H 2.011 -3.140 0.742 0.057
N -2.908 1.515 0.548 0.000
H -1.642 -2.841 -0.239 0.113
H -3.144 -3.084 -2.993 0.136
C 3.431 0.474 -0.357 -0.234
H -0.641 1.949 3.026 0.124
N -2.749 -1.320 0.676 -0.213
H 3.281 2.254 -3.815 0.050
H 0.262 -3.344 0.890 0.027
O 5.685 1.454 -0.239 -0.001
Mn -1.253 0.356 0.513 0.856
C -2.571 -1.959 1.989 -0.098
As 3.357 0.190 -2.382 1.425
C 1.100 -2.700 1.136 -0.193
C 5.030 -0.134 2.458 0.034
C -2.244 -0.029 5.235 0.015
O 1.568 2.637 -1.574 -0.008
H -2.904 -1.701 -5.058 0.135
C -1.202 1.118 3.428 -0.093
C -2.769 -2.069 -2.946 0.022
C -4.042 3.602 0.664 -0.001
C -2.888 2.858 0.561 -0.076
H 5.003 -0.789 1.588 0.091
C -1.540 1.070 4.765 0.004
H 5.618 0.760 2.281 0.112
C 1.245 -4.442 -2.629 0.026
C 0.914 1.571 -1.277 -0.513
H 1.176 -2.559 2.212 0.058
H 4.029 2.694 -2.266 0.037
H 1.086 -5.267 -1.945 0.102
C 1.187 3.900 -0.938 0.063
O 3.946 2.537 0.581 0.167
H -3.993 4.682 0.672 0.131
H -6.181 3.484 0.850 0.138
As 0.882 -0.954 0.336 1.360
C -5.269 1.546 0.751 0.029
C -5.254 2.930 0.763 0.015
C -2.601 -1.033 4.346 0.030
H -2.127 0.664 -4.830 0.129
O 1.540 -1.984 -3.638 0.126
C 2.630 -0.034 0.593 -0.195
C -2.422 -1.512 -1.726 -0.259
H 1.886 4.627 -1.331 0.117
C -2.643 -1.296 -4.090 0.007
C 3.969 1.929 -3.036 -0.252
H 6.354 0.368 -1.871 0.091
C 2.648 0.242 2.079 -0.516
H -3.456 -2.524 2.288 0.147
C 4.402 1.562 0.041 -0.576
O -0.106 1.623 -0.569 -0.074
H -2.524 -0.098 6.278 0.137
C 6.251 0.250 -0.795 -0.024
H -6.203 1.002 0.827 0.141
O 1.534 0.383 2.565 0.037
H 5.650 -0.626 -0.556 0.079
```

## Properties
Net charge: +3
HOMO energy (alpha / beta) (eV): -17.0 / -17.0
Electronic energy (eV): -209080.516
Orbital gap (alpha / beta) (eV): 6.47 / 7.48
2S+1: 5
Expectation value of S²: 6.177